1.
Density functional theory data (ωB97M-V with the def2-TZVPD basis set) for C7H25CaN10O6 as an isolated structure.

Output
* E: -53293.489 eV
* HOMO-LUMO gap: 7.411 eV
* energy relative to the best compared isomer or geometry (same formula, charge and spin): 3.9 kcal/mol
* E_HOMO: -9.498 eV

Structure (ORCA input):
```
! RIJCOSX wB97M-V def2-TZVPD def2/J DEFGRID3
* xyz 1 1
Ca 0.00786 -0.10093 0.29265
C -2.57587 2.63999 -2.46712
C -2.17912 1.53672 -1.52781
O -0.77745 1.39951 -1.37866
H -2.29090 2.36829 -3.48719
H -2.12710 3.58990 -2.17827
H -3.65470 2.81430 -2.52798
H -2.58676 0.54219 -1.77018
H -2.54141 1.76255 -0.50753
C 0.33633 2.62182 2.15929
O -0.11379 1.47182 1.99752
N 1.54456 2.81795 2.70485
N -0.32114 3.71882 1.71354
H 2.11103 1.98933 2.74883
H 1.92480 3.73899 2.81460
H 0.10806 4.61620 1.82399
H -1.25338 3.54853 1.38164
C 0.09437 -1.77785 -2.55451
O 0.68929 -1.44315 -1.51755
N -0.84351 -1.01531 -3.16972
N 0.33512 -2.95980 -3.15586
H -0.96239 -0.06533 -2.81828
H -1.64618 -1.51193 -3.51378
H -0.14460 -3.12428 -4.02132
H 0.90454 -3.64161 -2.69128
C 1.44958 -2.85024 1.62915
O 0.74901 -1.83501 1.57838
N 0.98782 -4.04110 1.18261
N 2.81013 -2.80771 1.80144
H 1.61770 -4.79850 0.99937
H 0.07909 -4.05794 0.75608
H 3.08522 -1.84173 1.85758
H 3.34344 -3.64282 1.92918
C 3.23581 1.03571 -0.45470
O 2.14741 0.70616 0.01389
N 3.36319 1.44976 -1.74194
N 4.44410 0.76558 0.13399
H 2.47125 1.61135 -2.19015
H 4.22189 1.75102 -2.15543
H 5.27827 1.00258 -0.35964
H 4.30570 0.43433 1.07322
C -3.06656 -0.94237 1.63907
O -2.03679 -0.74397 0.99462
N -3.33184 -2.16677 2.18676
N -4.03928 -0.02767 1.90214
H -2.69046 -2.90574 1.95840
H -4.27611 -2.39412 2.43827
H -3.63664 0.88668 1.71608
H -4.54960 -0.12422 2.76176
*
```

The molecule's Mulliken atomic charges, reported in e, are given here: Ca 2.684; C -1.330; C 0.125; O -0.879; H 0.275; H 0.275; H 0.392; H 0.352; H -0.156; C 0.797; O -0.784; N -0.422; N -0.387; H 0.199; H 0.171; H 0.156; H 0.220; C 0.481; O -0.599; N -0.393; N -0.428; H 0.210; H 0.235; H 0.178; H 0.245; C 0.713; O -0.716; N -0.403; N -0.455; H 0.177; H 0.198; H 0.211; H 0.172; C 0.549; O -0.699; N -0.438; N -0.471; H 0.229; H 0.180; H 0.167; H 0.223; C 0.406; O -0.599; N -0.457; N -0.490; H 0.208; H 0.190; H 0.246; H 0.241

2.
Density functional theory data (ωB97M-V with the def2-TZVPD basis set) for C51H83BN11OP2Si2Sr as an isolated structure.

Output
* E: -108519.127 eV
* HOMO-LUMO gap: 4.147 eV
* energy relative to the best compared isomer or geometry (same formula, charge and spin): 117.3 kcal/mol
* E_HOMO: -2.404 eV

Structure (ORCA input):
```
! RIJCOSX wB97M-V def2-TZVPD def2/J DEFGRID3
* xyz -1 1
Sr -0.67660 -0.82227 1.20357
C -1.25446 -3.53040 4.11586
C -2.32593 -3.23056 3.24800
N -2.29036 -1.97960 2.82828
N -1.16104 -1.44510 3.41320
C -0.52961 -2.37044 4.18133
B -0.73543 0.12406 3.44315
N 0.74456 0.32791 2.86407
C 1.93100 0.13880 3.49147
C 2.93326 0.54432 2.64953
C 2.26868 0.97517 1.48364
N 0.95964 0.86814 1.60846
N -1.72631 1.08135 2.63882
C -1.97035 2.34928 3.05278
C -2.82105 2.93371 2.14501
C -3.04524 1.93947 1.17490
N -2.38127 0.83562 1.46403
N -0.80964 0.54761 4.90021
C -1.89468 0.35419 5.69300
C -1.60501 0.85769 6.93561
C -0.28670 1.34477 6.80638
N 0.18743 1.15816 5.58596
H -1.03851 -4.47010 4.59648
H -3.12695 -3.87121 2.90731
H 0.36922 -2.13059 4.72343
H 1.97060 -0.25318 4.49129
H 3.99393 0.53595 2.83694
H 2.68166 1.34303 0.55842
H -1.51915 2.73214 3.95342
H -3.22664 3.93112 2.17732
H -3.63443 1.97653 0.27335
H -2.78526 -0.11617 5.30367
H -2.24229 0.86994 7.80470
H 0.33432 1.82232 7.55010
C -1.89842 4.68713 -1.67636
P -2.06990 3.05847 -2.53703
C -0.94968 3.41063 -3.98800
N -1.48273 3.98359 -5.02586
C -0.71948 4.22234 -6.13062
C -1.30608 4.80208 -7.27788
C -0.53707 5.03822 -8.38091
C 0.84148 4.71195 -8.37787
C 1.41946 4.14980 -7.27626
C 0.63311 3.88988 -6.13058
N 1.20290 3.30664 -5.03943
C 0.47719 3.04067 -3.99108
P 1.29982 2.08073 -2.60309
C 1.31178 3.41007 -1.30364
C 3.11080 2.08765 -3.11473
C 3.72632 3.46364 -3.38523
C 3.26423 1.15832 -4.32965
C 3.88950 1.45235 -1.95188
C -3.80984 3.25153 -3.23621
C -4.20634 4.65855 -3.69625
C -4.74938 2.85497 -2.08805
C -4.01861 2.24071 -4.37158
H -1.85632 5.52584 -2.37328
H -1.00958 4.69669 -1.05152
H -2.76167 4.82182 -1.02046
H -2.36281 5.03988 -7.24883
H -0.97844 5.47411 -9.26881
H 1.43532 4.90988 -9.26171
H 2.46888 3.88355 -7.24599
H 1.23130 4.41819 -1.71186
H 2.25027 3.34198 -0.75301
H 0.50682 3.24462 -0.58658
H 3.22586 4.00115 -4.18662
H 4.77440 3.32269 -3.67476
H 3.71974 4.08745 -2.48661
H 2.80594 1.56895 -5.22431
H 2.82595 0.17672 -4.12212
H 4.33145 1.00394 -4.52461
H 3.94242 2.12731 -1.09025
H 4.92023 1.28836 -2.28418
H 3.49869 0.47344 -1.65172
H -4.24272 5.35868 -2.85755
H -5.21435 4.61242 -4.12489
H -3.53405 5.05134 -4.45107
H -4.67149 3.53873 -1.23625
H -4.56208 1.83808 -1.74284
H -5.78289 2.89894 -2.44657
H -3.38320 2.44673 -5.23058
H -5.06242 2.29040 -4.70065
H -3.82334 1.22114 -4.03956
C -4.23843 -1.00836 -1.66460
C -3.85615 -2.43367 -1.25332
C -4.77084 -3.41974 -1.98797
C -4.21745 -2.52692 0.23280
Si -1.86937 -2.59775 -1.50816
C -1.50230 -2.07562 -3.38510
C -0.18561 -2.67756 -3.89224
C -1.29716 -0.55865 -3.39468
C -2.57436 -2.42738 -4.42432
C -1.43826 -4.52988 -1.36140
C -1.99579 -5.05726 -0.03504
C 0.08124 -4.69396 -1.28803
C -1.96489 -5.45303 -2.46763
H -5.26956 -0.78362 -1.34422
H -4.19344 -0.84929 -2.74349
H -3.57295 -0.27211 -1.19634
H -5.83053 -3.14530 -1.84338
H -4.65339 -4.43586 -1.59874
H -4.58855 -3.45664 -3.06338
H -5.27020 -2.23051 0.37875
H -3.60863 -1.86270 0.84673
H -4.11007 -3.53853 0.63353
H 0.65080 -2.50740 -3.20577
H 0.07161 -2.20617 -4.85552
H -0.25876 -3.75240 -4.07582
H -0.50182 -0.27004 -2.70618
H -1.01459 -0.21484 -4.40571
H -2.19284 -0.01262 -3.09478
H -2.76710 -3.50387 -4.46756
H -2.23241 -2.11783 -5.42585
H -3.53108 -1.92911 -4.24881
H -1.73702 -4.39967 0.80471
H -1.57793 -6.05674 0.17540
H -3.08474 -5.16174 -0.04953
H 0.52742 -4.03790 -0.53669
H 0.59792 -4.44780 -2.21403
H 0.33091 -5.74086 -1.03682
H -3.05296 -5.41341 -2.56447
H -1.69257 -6.50133 -2.25501
H -1.54086 -5.20814 -3.44396
O 1.21486 -2.39013 1.99362
N 2.00280 -3.40449 1.73132
C 1.50857 -4.65683 1.76065
C 2.33903 -5.73996 1.56478
C 3.68466 -5.53515 1.32021
C 4.16391 -4.23775 1.26003
C 3.30638 -3.17904 1.46669
H 0.44601 -4.71490 1.94001
H 1.90844 -6.73102 1.58923
H 4.34552 -6.37188 1.13886
H 5.19667 -4.02592 1.02218
H 3.57798 -2.13574 1.42446
C 5.65987 -2.70915 -1.94103
Si 3.83652 -2.97002 -2.49794
C 3.89749 -2.65966 -4.36474
C 3.62729 -4.86447 -2.34584
C 2.58898 -2.01299 -1.70640
H 6.37700 -3.37832 -2.43631
H 5.75336 -2.85495 -0.85745
H 5.95419 -1.67333 -2.14680
H 4.66266 -3.28902 -4.83416
H 4.13576 -1.61518 -4.60200
H 2.93029 -2.89419 -4.82205
H 4.57201 -5.41459 -2.45348
H 2.93596 -5.21555 -3.12053
H 3.17903 -5.12953 -1.38701
H 2.27489 -2.07342 -0.66767
H 2.10431 -1.18639 -2.22468
*
```

Results of the Mulliken charge analysis, in e, for atoms 1 through 99: Sr 2.936; C -1.207; C -0.609; N 0.094; N 1.716; C -0.579; B -2.080; N 1.497; C 0.025; C -1.571; C -0.260; N -0.599; N 1.451; C -0.295; C -1.439; C -0.366; N -1.506; N 1.078; C -0.555; C -0.876; C -0.470; N -1.117; H 0.468; H 0.461; H 0.477; H 0.497; H 0.470; H 0.148; H 0.481; H 0.457; H 0.424; H 0.466; H 0.408; H 0.466; C -1.426; P 1.546; C -0.218; N -0.130; C -0.133; C -0.398; C -0.564; C -0.619; C -0.481; C 0.040; N 0.255; C -0.880; P 1.889; C -1.480; C 2.038; C -2.026; C -1.619; C -1.920; C 1.981; C -1.916; C -1.494; C -1.744; H 0.350; H 0.396; H 0.435; H 0.441; H 0.391; H 0.386; H 0.429; H 0.475; H 0.633; H -0.002; H 0.183; H 0.574; H 0.361; H 0.115; H -0.013; H 0.630; H 0.386; H 0.670; H 0.054; H 0.330; H 0.558; H 0.137; H 0.287; H -0.128; H 0.644; H 0.265; H 0.540; H 0.196; C -2.398; C 3.087; C -1.957; C -1.750; Si -1.089; C 4.290; C -2.758; C -1.774; C -2.185; C 3.317; C -2.050; C -2.049; C -1.874; H 0.770; H 0.028